The following is a DFT calculation (ωB97M-V/def2-TZVPD) of a 9-piece molecular cluster, C4H25NO10 overall.

**SMILES**: CCCNC(=O)O.O.O.O.O.O.O.O.O
**HOMO level**: -9.8 eV
**Energy above the lowest of the compared OMol25 structures with the same formula, charge and spin**: 53.6 kcal per mole
**HOMO-LUMO gap**: 10.039 eV

Structure (XYZ):
```
40
Properties=species:S:1:pos:R:3:forces:R:3:nbo_charge:R:1
C -3.186778 -0.917455 -1.301169 0.501 0.173 1.495 -0.612
C -2.571692 -0.333287 0.014460 1.323 -0.641 -1.726 -0.419
C -1.098570 -0.814800 0.112137 -1.010 0.909 0.586 -0.214
N -0.352838 0.061304 1.060809 -0.079 -0.567 0.661 -0.687
C -0.701096 -0.142718 2.402793 -0.305 -0.311 -2.069 0.891
O -1.226897 0.679735 3.108568 0.410 -0.162 0.681 -0.634
O -0.435526 -1.435958 2.708808 -0.001 0.079 -0.018 -0.698
H -4.033829 -0.246994 -1.417090 -0.591 -0.888 -0.804 0.224
H -2.546424 -0.952248 -2.182761 0.190 0.925 0.042 0.179
H -3.328883 -1.988089 -1.137707 -1.017 0.156 0.034 0.212
H -2.540438 0.751218 -0.046399 -0.257 0.075 0.096 0.221
H -3.188713 -0.658586 0.848548 0.080 0.068 0.192 0.199
H -0.640283 -0.703994 -0.863937 0.211 -0.203 -0.087 0.196
H -1.133832 -1.853582 0.419009 0.688 -0.089 0.015 0.217
H -0.519917 1.023249 0.778356 -0.135 0.029 0.174 0.408
H -1.088410 -1.782857 3.316613 -0.127 0.148 0.650 0.497
O -0.507698 -2.921369 -2.809070 -0.377 -1.137 0.941 -0.959
H 0.231139 -2.975924 -3.412463 -0.082 0.762 -0.252 0.488
H -1.056674 -2.142794 -2.857985 0.463 0.347 -0.653 0.472
O 0.077976 3.251143 2.704164 0.590 0.516 -0.304 -0.958
H -0.851366 3.477861 2.788160 -0.059 -0.394 0.093 0.480
H 0.145286 2.292937 2.709260 -0.631 -0.026 0.311 0.476
O -1.027738 2.501909 -0.617032 0.466 0.314 -0.339 -1.005
H -0.336716 2.449305 -1.335813 -0.393 0.021 0.584 0.495
H -1.071860 3.440925 -0.404639 -0.131 -0.040 0.098 0.480
O 2.267179 -0.463341 -2.113063 -0.266 -0.391 0.075 -0.961
H 2.922968 0.000734 -2.637801 0.179 0.109 0.189 0.479
H 2.681417 -0.724344 -1.284000 0.220 -0.332 -0.151 0.489
O 2.448489 -3.091373 -0.001520 -0.151 -0.110 -0.884 -0.958
H 1.759608 -2.995218 0.659151 0.306 0.087 0.338 0.481
H 3.311215 -3.112639 0.415428 -0.181 0.165 0.487 0.480
O 2.022385 2.211215 0.495308 0.214 -0.353 -0.167 -0.953
H 1.093252 2.442609 0.373727 -0.005 0.209 0.177 0.485
H 2.120216 2.045698 1.436965 -0.102 0.233 0.063 0.468
O 3.285467 -0.663453 1.489717 0.000 -0.243 -0.103 -0.957
H 3.665784 -0.040506 2.113705 -0.032 0.161 -0.103 0.470
H 2.724918 -0.160912 0.883536 0.010 0.175 0.293 0.484
O 1.033928 1.846880 -2.112303 -0.473 1.074 -0.180 -0.944
H 0.524037 1.499171 -2.847854 0.174 -0.433 -0.062 0.478
H 1.130921 1.146541 -1.456612 0.382 -0.416 -0.372 0.509
```
Positions in Å, forces in eV/Å.